Record 1
The following is a DFT calculation (ωB97M-V/def2-TZVPD) of one molecule with the formula C5H6S in a non-equilibrium geometry.

## Properties
E_tot ... -16114.55022 eV
SMILES string ... C=C/C=C\C=S
Total charge ... 0

Positions of all 12 atoms, in Å:
C  -0.9680  -1.3290  0.5243
C  -1.1880  -0.6624  -0.6110
C  -0.6307  0.7429  -0.6210
C  0.4931  1.1917  0.0512
C  1.7158  0.4564  0.2959
S  2.2169  -0.8597  -0.4839
H  -0.4194  -0.9003  1.3355
H  -1.2048  -2.4525  0.6573
H  -1.6838  -0.9671  -1.4821
H  -1.0933  1.6003  -1.0333
H  0.3678  2.2440  0.2621
H  2.3944  0.9358  1.1049

Record 2
The following is a DFT calculation (ωB97M-V/def2-TZVPD) of one molecule with the formula C5H6S in a non-equilibrium geometry.

## Properties
E_tot ... -16115.37322 eV
SMILES string ... C=CC(=C)C=S
Total charge ... 0

Positions of all 12 atoms, in Å:
C  0.7485  -0.9413  -2.2403
C  0.4047  -1.4671  -1.0688
C  -0.0796  -0.7833  0.1094
C  -0.6480  -1.4214  1.1531
C  0.2239  0.6785  0.0485
S  -0.3352  1.8828  1.0062
H  1.1225  -1.5998  -3.0209
H  0.7742  0.1289  -2.4892
H  0.4218  -2.5418  -0.9498
H  -0.9823  -0.8538  2.0151
H  -0.8009  -2.4888  1.0938
H  0.9307  0.8377  -0.7592

Record 3
The following is a DFT calculation (ωB97M-V/def2-TZVPD) of C5H6S2 as an isolated structure in a non-equilibrium geometry.

## Properties
E_tot ... -26948.50363 eV
Total charge ... 0

Positions of all 13 atoms, in Å:
C  -0.8463  -0.3775  0.0631
C  0.0495  0.5069  1.1020
C  0.2034  0.2478  -1.0064
C  1.5210  -0.1738  -0.6313
C  1.4050  -0.1776  0.6708
H  -3.0575  -1.0378  -0.5829
H  -0.9946  -1.4304  0.1112
H  -0.0961  0.6982  2.2113
H  -0.1270  0.2398  -1.9305
H  2.5050  -0.2809  -1.3799
H  2.1452  -0.4505  1.4772
S  -2.6166  0.3266  -0.0001
S  -0.0908  1.9093  -0.1044

Record 4
The following is a DFT calculation (ωB97M-V/def2-TZVPD) of one molecule with the formula C5H6S2 in a non-equilibrium geometry.

## Properties
E_tot ... -26948.24764 eV
SMILES string ... C#CCSC(C)=S
Total charge ... 0

Positions of all 13 atoms, in Å:
C  -0.7898  -2.5864  2.5476
C  -0.3657  -1.5792  1.9746
C  0.1160  -0.4123  1.3372
S  -0.9567  -0.4397  -0.2038
C  0.0468  0.8211  -1.0289
C  -0.2316  1.0978  -2.5143
S  1.4558  1.4305  -0.4750
H  -0.8127  -3.6299  3.0747
H  1.2422  -0.2043  1.0424
H  -0.3915  0.6011  1.9351
H  0.3263  0.2681  -2.9567
H  0.2514  2.0704  -2.9228
H  -1.2558  0.9949  -3.2098

Record 5
The following is a DFT calculation (ωB97M-V/def2-TZVPD) of C5H6S3 as an isolated structure in a non-equilibrium geometry.

## Properties
E_tot ... -37783.23334 eV
Total charge ... 0

Positions of all 14 atoms, in Å:
C  -1.0796  -1.1872  0.6396
C  -1.7903  -0.2224  -0.3231
C  0.7554  0.8524  -0.3437
C  1.2431  1.7001  0.4877
C  1.3830  -0.4536  -0.9472
H  0.0010  -1.4219  0.2111
H  -1.7301  -1.9751  0.9128
H  -0.6922  -0.7466  1.4870
H  2.2648  1.6191  0.8159
H  0.5586  2.5197  0.9026
H  0.4340  -1.2653  -1.5198
S  -3.4230  -0.1452  -0.6962
S  -1.0738  1.1603  -0.8737
S  3.1492  -0.4344  -0.7529

Record 6
The following is a DFT calculation (ωB97M-V/def2-TZVPD) of one molecule with the formula C5H7BFNO2 in a non-equilibrium geometry.

## Properties
E_tot ... -14277.68822 eV
SMILES string ... C=C/C=C\N=C(\F)B(O)O
Total charge ... 0

Positions of all 17 atoms, in Å:
C  1.7281  0.6981  -1.5251
C  1.6793  1.5282  -0.4707
C  0.9254  1.3811  0.7471
C  0.4406  0.3704  1.4580
N  0.6407  -0.9745  1.1566
C  -0.1101  -1.7184  0.4863
F  0.3206  -2.8615  -0.0831
B  -1.6107  -1.2172  0.0850
O  -2.1206  -1.4034  -1.1423
O  -2.2117  -0.4803  1.0112
H  1.0785  -0.1661  -1.4506
H  2.3169  0.6906  -2.3500
H  2.1813  2.4041  -0.6243
H  0.7738  2.2581  1.2003
H  -0.1273  0.4833  2.3534
H  -2.8934  -0.9253  -1.5169
H  -3.0113  -0.0671  0.6651